(w)
C4H7BrO | ωB97M-V with the def2-TZVPD basis set

Element x y z (Å)
Br1 0.5363 -2.5036 0.9576
C1 -0.5204 -1.2240 -0.1807
C2 -0.8652 -0.0253 0.7744
C3 0.1692 1.0181 0.2720
C4 1.1022 0.3653 -0.7894
O1 0.4377 -0.8530 -1.1332
H1 -1.4451 -1.6264 -0.6044
H2 -1.8665 0.3553 0.5049
H3 -0.9435 -0.2400 1.8446
H4 0.6192 1.7285 0.9781
H5 -0.4506 1.6807 -0.3651
H6 2.1811 0.3125 -0.5770
H7 1.0459 1.0119 -1.6817

The HOMO energy comes out at -9.65 eV. As for the SMILES: Br[C@H]1CCCO1.

Atomic partial charges in e from the Löwdin method, atoms 1 to 6:
1. Br 0.630
2. C -0.628
3. C -0.209
4. C -0.155
5. C -0.189
6. O -0.206



(x)
C4H7BrO | ωB97M-V with the def2-TZVPD basis set

Element x y z (Å)
C1 -1.2518 2.0880 -0.0940
C2 -1.1395 0.3498 -1.1195
C3 0.9543 -0.8886 -0.0298
C4 -0.5625 -0.6858 -0.2238
O1 -2.1658 1.0994 -0.5083
Br1 -0.4350 0.4877 -2.8280
H1 -0.6566 1.7322 0.7860
H2 -1.1867 3.0307 -0.7140
H3 1.6496 -0.0507 -0.2083
H4 1.4106 -1.6460 -0.6853
H5 1.1905 -1.1650 0.9573
H6 -0.8789 -0.5816 0.8136
H7 -1.1323 -1.7345 -0.5449

The HOMO energy (alpha / beta) comes out at -8.02 / -7.75 eV.

Atomic partial charges in e from the Löwdin method, atoms 1 to 6:
1. C -0.014
2. C -0.785
3. C -0.128
4. C -0.301
5. O -0.215
6. Br 0.787



(y)
C4H7BrO | ωB97M-V with the def2-TZVPD basis set

Element x y z (Å)
C1 0.4687 -1.6678 -0.1335
C2 -0.2789 -0.5060 0.5120
C3 1.3114 -0.5894 -0.7293
C4 -1.2390 1.4934 0.1508
O1 -1.3704 0.0936 -0.0903
Br1 2.6996 0.2607 0.3111
H1 0.9738 -2.2040 0.5430
H2 0.0159 -2.2751 -0.8500
H3 0.0293 -0.0526 1.5030
H4 1.1211 -0.0478 -1.7305
H5 -1.0320 1.9586 -0.8580
H6 -0.4936 1.6570 0.8747
H7 -2.2057 1.8794 0.4971

The HOMO energy comes out at -7.56 eV.

Atomic partial charges in e from the Löwdin method, atoms 1 to 6:
1. C -0.235
2. C -0.187
3. C -0.560
4. C -0.086
5. O -0.153
6. Br 0.584



Top of the stability list: (w), leading by 63.9 kcal/mol.



(w)
C2H2OS | ωB97M-V with the def2-TZVPD basis set

Element x y z (Å)
C1 0.2086 0.5524 0.5431
C2 0.6337 -0.4109 -0.2415
O1 0.0779 1.4760 1.2848
S1 -2.4776 0.1989 -0.4996
H1 1.1563 -0.3902 -1.0895
H2 0.4011 -1.4261 0.0026

The HOMO energy (alpha / beta) comes out at -9.66 / -9.66 eV.

Population analysis type Löwdin, resulting atomic charges in e:
1. C -0.355
2. C -0.006
3. O 0.130
4. S 0.136
5. H 0.025
6. H 0.070



(x)
C2H2OS | ωB97M-V with the def2-TZVPD basis set

Element x y z (Å)
C1 -0.8486 0.0728 0.0628
C2 0.0584 0.8595 0.2566
O1 -2.0828 -0.2479 0.1384
S1 2.8219 0.3728 0.0108
H1 -2.6378 -0.0538 -0.7512
H2 2.6891 -1.0035 0.2825

The HOMO energy (alpha / beta) comes out at -9.66 / -9.66 eV.

Population analysis type Löwdin, resulting atomic charges in e:
1. C -0.395
2. C 0.010
3. O 0.039
4. S 0.364
5. H 0.215
6. H -0.234



(y)
C2H2OS | ωB97M-V with the def2-TZVPD basis set

Element x y z (Å)
C1 -0.0591 -0.1094 0.6774
C2 -1.2647 -0.1367 1.2384
O1 -0.8602 0.3813 -0.4783
S1 1.9063 0.0197 0.4130
H1 -1.2189 -0.4087 -1.0504
H2 1.4965 0.2538 -0.8000

The HOMO energy comes out at -9.45 eV.

Population analysis type Löwdin, resulting atomic charges in e:
1. C -0.624
2. C 0.130
3. O -0.172
4. S 0.701
5. H 0.159
6. H -0.194



Top of the stability list: (w), leading by 36.6 kcal/mol.



(w)
H40O20 | ωB97M-V with the def2-TZVPD basis set

Element x y z (Å)
O1 -1.3364 5.2862 -0.7173
H1 -0.9823 6.1631 -0.8144
H2 -1.8608 4.7808 -1.3414
O2 -0.2091 2.5212 4.0818
H3 -0.6909 3.2022 3.5880
H4 -0.1100 2.9131 4.9582
O3 -3.4146 1.5270 3.4680
H5 -4.1693 1.8588 3.9551
H6 -2.5965 2.0181 3.4934
O4 -3.8641 -0.0084 -1.9785
H7 -4.2918 -0.1956 -2.8689
H8 -4.6477 0.2041 -1.4494
O5 3.1242 1.2331 -1.5633
H9 3.0899 1.9531 -2.2334
H10 2.4069 0.7268 -1.9545
O6 1.2779 -2.1205 1.0628
H11 1.6356 -2.6166 1.7922
H12 0.8544 -1.2591 1.1683
O7 -2.3363 2.4881 -1.5310
H13 -1.5380 2.0255 -1.7969
H14 -3.0714 1.9208 -1.7770
O8 0.1751 2.8917 0.0293
H15 0.8435 3.4748 -0.3275
H16 -0.3179 3.3155 0.7377
O9 1.2166 -0.4327 -3.7699
H17 1.4713 -1.0942 -4.4238
H18 1.6981 -0.9355 -3.0619
O10 -2.3994 -1.7581 2.5693
H19 -1.8990 -1.6207 1.7636
H20 -2.9572 -2.5797 2.5147
O11 -3.6233 -3.8616 -1.3577
H21 -3.2877 -3.0109 -1.5958
H22 -4.5517 -4.0685 -1.3724
O12 -1.2812 -1.8148 -1.7301
H23 -1.6191 -0.9227 -1.6889
H24 -0.4972 -2.0148 -2.2463
O13 4.4543 -1.7076 1.5567
H25 3.7110 -1.2827 1.1324
H26 4.4268 -2.6257 1.8042
O14 -2.0292 -2.6195 5.4158
H27 -2.0335 -2.3445 4.4579
H28 -1.2464 -1.9994 5.3895
O15 0.3308 2.5911 -5.6193
H29 0.5153 1.8003 -5.1018
H30 0.8895 3.1268 -5.0443
O16 2.6655 -1.3330 3.6744
H31 3.6061 -1.3663 3.3775
H32 2.6680 -1.3920 4.6366
O17 0.3575 0.3440 1.6316
H33 -0.2335 -0.0918 1.0053
H34 -0.0318 0.0663 2.4792
O18 1.8847 -2.2101 -1.5415
H35 1.1971 -2.5275 -0.9424
H36 2.5489 -2.8763 -1.8157
O19 0.5124 0.7378 -1.4559
H37 0.4857 1.2933 -0.5834
H38 1.0316 0.0247 -1.0478
O20 4.6699 -2.2735 -2.2840
H39 4.9624 -1.8812 -3.1243
H40 4.4166 -1.6426 -1.5826

The HOMO energy comes out at -10.59 eV.

Atomic partial charges in e from the Löwdin method, atoms 1 to 6:
1. O -0.059
2. H 0.029
3. H 0.018
4. O -0.048
5. H 0.037
6. H 0.047



(x)
H40O20 | ωB97M-V with the def2-TZVPD basis set

Element x y z (Å)
O1 -0.0582 -4.2955 1.1886
H1 0.4744 -4.1607 1.9955
H2 -0.9044 -4.5042 1.5927
O2 2.8341 5.0710 1.0706
H3 3.4035 4.6799 0.3497
H4 2.1269 5.5678 0.6570
O3 -0.3251 1.7003 2.6712
H5 -1.2507 1.8771 2.2987
H6 0.2739 2.1571 2.0758
O4 -3.0174 -2.3487 2.5047
H7 -2.4694 -3.0225 2.9588
H8 -3.9351 -2.6598 2.5400
O5 0.8676 -2.1036 4.4353
H9 0.1357 -1.5509 4.0548
H10 1.3493 -1.3840 4.8523
O6 -1.0856 1.4428 -4.5225
H11 -1.2109 0.5185 -4.7653
H12 -0.4540 1.6937 -5.2191
O7 1.9487 3.3885 -3.4320
H13 1.8703 4.2524 -3.0350
H14 2.7959 3.1010 -3.7610
O8 -3.4629 1.1172 -0.6733
H15 -4.0002 0.3653 -0.9917
H16 -2.5179 0.9656 -0.7545
O9 -2.6291 1.9907 1.7191
H17 -2.4763 2.0259 0.7499
H18 -3.0981 1.2389 2.0783
O10 4.3358 2.8784 0.2745
H19 4.6733 2.0749 -0.1147
H20 4.3682 2.9412 1.2359
O11 -4.0900 3.7573 -1.6639
H21 -3.5437 3.1660 -2.1847
H22 -4.7804 3.2128 -1.2823
O12 3.4013 -3.8760 0.0987
H23 2.4829 -3.5856 0.1528
H24 3.2851 -4.7941 0.3972
O13 -0.4459 0.4129 -0.9109
H25 -0.9127 -0.3609 -0.6410
H26 0.3917 0.4815 -1.3650
O14 -1.6367 -3.8931 -2.1345
H27 -2.4083 -4.2557 -1.6799
H28 -1.1276 -3.4853 -1.4141
O15 1.4780 -3.9917 -2.3425
H29 1.5636 -4.7112 -2.9807
H30 0.5240 -3.9010 -2.5268
O16 2.9862 -0.3632 2.4802
H31 2.8962 -0.4258 3.4424
H32 2.8300 -1.2093 2.0581
O17 -0.4734 -0.9183 2.4358
H33 0.2438 -1.1873 1.8592
H34 -0.5145 0.1156 2.4032
O18 0.0113 3.6638 -1.0119
H35 0.8923 3.3598 -1.2442
H36 -0.2890 3.1374 -0.2683
O19 -2.8011 -1.3644 -0.7660
H37 -2.9651 -1.8390 0.0591
H38 -2.4875 -2.0990 -1.3481
O20 2.1840 -1.4504 -1.3341
H39 1.7464 -1.9988 -2.0224
H40 2.9278 -2.0699 -1.1963

The HOMO energy comes out at -10.35 eV.

Atomic partial charges in e from the Löwdin method, atoms 1 to 6:
1. O -0.054
2. H 0.051
3. H 0.025
4. O -0.090
5. H 0.027
6. H 0.022



Top of the stability list: (x), leading by 21.9 kcal/mol.



(w)
H40O20 | ωB97M-V with the def2-TZVPD basis set

Element x y z (Å)
O1 1.5434 2.0692 -0.6366
H1 1.1973 2.4640 -1.4666
H2 1.3078 1.1808 -0.6167
O2 4.0463 -0.3006 1.5535
H3 4.5215 -0.9074 0.9845
H4 4.2340 0.4986 1.0494
O3 4.4501 2.7024 2.4384
H5 3.8573 2.0005 2.1807
H6 3.8494 3.4472 2.2165
O4 -2.9227 0.4426 2.3680
H7 -2.4541 1.2536 1.9171
H8 -3.7243 0.5599 1.8981
O5 -1.3547 1.2978 -4.4373
H9 -1.9156 1.6162 -5.1133
H10 -1.4521 1.9409 -3.7341
O6 4.8053 1.8767 -1.0266
H11 4.0481 2.0480 -0.4798
H12 5.3832 2.5979 -0.7595
O7 1.4456 0.3579 -3.2537
H13 1.7914 0.9748 -3.8955
H14 2.0021 -0.4695 -3.2245
O8 -3.5785 -0.0155 -3.2203
H15 -4.2585 0.0465 -3.9504
H16 -2.8754 0.5070 -3.6913
O9 -4.9315 -3.0242 -1.1687
H17 -4.6243 -2.9791 -0.2532
H18 -4.0948 -2.7548 -1.6567
O10 -0.5199 -1.2232 5.5088
H19 0.4206 -1.4909 5.4340
H20 -0.3331 -0.4299 6.0227
O11 -2.6715 -2.5837 1.0976
H21 -2.1206 -2.0465 1.6455
H22 -2.9029 -2.0033 0.3302
O12 -2.1675 2.6577 -2.0032
H23 -2.9642 2.1898 -1.8255
H24 -1.6803 2.2023 -1.3479
O13 -2.5039 -3.2881 -2.1857
H25 -2.9442 -3.4857 -3.1125
H26 -1.9928 -4.0889 -1.9231
O14 4.9624 -0.8601 -0.8349
H27 5.5824 -1.4750 -1.1918
H28 5.0432 -0.0640 -1.3221
O15 -0.4327 0.4305 1.4939
H29 -0.9345 -0.1643 2.0363
H30 0.5339 0.6317 1.8220
O16 2.7629 0.5395 4.6471
H31 2.0353 0.2557 4.1104
H32 3.1536 1.3752 4.3679
O17 0.2435 -5.6758 1.2267
H33 0.7947 -5.5962 2.0494
H34 -0.7613 -5.6005 1.4435
O18 0.0150 5.0441 -3.1738
H35 -0.1130 4.2509 -2.6109
H36 -0.0235 5.6905 -2.5338
O19 -4.5772 0.9895 -0.8698
H37 -5.3151 0.5172 -0.5596
H38 -4.0898 0.4641 -1.5237
O20 1.3122 -1.9671 3.0528
H39 0.4847 -1.7355 3.4171
H40 1.4077 -2.8910 3.2911

The HOMO energy comes out at -10.60 eV.

Atomic partial charges in e from the Löwdin method, atoms 1 to 6:
1. O -0.034
2. H 0.045
3. H -0.012
4. O -0.060
5. H 0.004
6. H -0.015



(x)
H40O20 | ωB97M-V with the def2-TZVPD basis set

Element x y z (Å)
O1 -5.5402 3.6327 1.9842
H1 -5.5761 4.5954 2.0829
H2 -5.2499 3.3136 2.8768
O2 -0.1997 -2.2774 -1.3820
H3 -0.9650 -1.7327 -1.1131
H4 0.2540 -1.7084 -2.0195
O3 3.2330 -2.5696 -2.5071
H5 3.4256 -3.2799 -1.8852
H6 3.6883 -1.7443 -2.1702
O4 5.3701 -3.9428 -0.7060
H7 5.4313 -4.5555 0.0379
H8 5.7757 -4.4456 -1.4421
O5 -3.5775 2.1053 3.6553
H9 -2.6971 2.5702 3.6852
H10 -3.5685 1.3235 4.2937
O6 2.4600 -1.2328 0.9575
H11 2.1547 -1.4935 1.8279
H12 1.7220 -0.7301 0.4840
O7 2.3722 1.7168 2.1076
H13 3.1208 1.8345 2.6728
H14 1.9951 0.8043 2.1464
O8 -2.7939 -0.1979 -1.7296
H15 -2.8660 -0.0680 -0.7378
H16 -2.9587 -1.1477 -1.8890
O9 -0.0364 -1.4790 3.1512
H17 -0.5943 -0.7810 2.7602
H18 -0.0901 -2.2889 2.5971
O10 -4.3592 2.7853 -0.4995
H19 -4.7590 3.5731 -0.8244
H20 -4.7845 2.6083 0.3529
O11 3.1000 1.1459 -2.1480
H21 2.8346 1.3780 -1.2635
H22 3.9273 0.6628 -2.0721
O12 0.3154 -3.6146 1.6272
H23 0.4677 -3.1111 0.7915
H24 -0.5311 -4.1242 1.6160
O13 0.8759 -0.6194 -3.3874
H25 1.6178 -1.2449 -3.4930
H26 1.4086 0.2155 -3.3077
O14 -0.9262 2.0981 2.7380
H27 -0.2944 1.9189 3.4460
H28 -0.2939 2.5689 2.1560
O15 -1.7704 2.3555 -1.5180
H29 -1.8739 1.5540 -2.0245
H30 -2.6419 2.5442 -1.1281
O16 -2.2289 0.1565 1.0047
H31 -2.5965 0.8664 1.5290
H32 -1.3621 0.3389 0.7151
O17 -2.9975 -2.9815 -2.9472
H33 -2.0459 -2.8315 -2.8389
H34 -3.1866 -2.6380 -3.8212
O18 4.8710 -0.7769 -0.8790
H35 4.2423 -0.6393 -0.1393
H36 5.1368 -1.7162 -0.7144
O19 0.5124 3.0645 0.2225
H37 1.0331 3.7168 -0.2723
H38 -0.2117 2.7774 -0.3878
O20 0.6881 0.3864 -0.4577
H39 0.9330 1.3270 -0.4446
H40 0.6104 0.0340 -1.3695

The HOMO energy comes out at -10.79 eV.

Atomic partial charges in e from the Löwdin method, atoms 1 to 6:
1. O -0.075
2. H 0.050
3. H 0.039
4. O -0.052
5. H 0.030
6. H -0.014



(y)
H40O20 | ωB97M-V with the def2-TZVPD basis set

Element x y z (Å)
O1 0.0571 -1.6993 -2.1470
H1 -0.6844 -1.1077 -2.0498
H2 0.0875 -1.7079 -1.1221
O2 -3.7471 2.6346 3.5273
H3 -3.2416 3.5363 3.0473
H4 -4.1356 2.1454 2.8906
O3 -3.4115 -1.5975 3.2767
H5 -2.8665 -1.2577 2.4283
H6 -3.8143 -0.8060 3.8952
O4 -1.2084 5.0039 -2.0134
H7 -1.4252 5.7142 -1.3667
H8 -0.3369 4.8881 -1.5673
O5 -0.1791 -3.9400 3.9463
H9 0.5570 -3.1379 3.6184
H10 0.1841 -4.5577 4.4740
O6 -2.1493 -1.0203 -0.2134
H11 -2.6737 -0.3306 -0.5240
H12 -2.2890 -1.0449 0.7467
O7 2.1481 -0.4644 4.9693
H13 2.6602 -1.2836 4.7308
H14 2.4497 0.2021 4.5121
O8 2.7953 4.3980 -0.1614
H15 3.2367 4.4551 -1.0838
H16 2.2595 3.5970 -0.2306
O9 2.6946 1.5537 3.6920
H17 1.7918 1.6593 3.9724
H18 3.1620 2.3851 3.6887
O10 5.3177 0.1320 -0.1408
H19 5.2713 0.4232 -1.0567
H20 4.9548 -0.7765 -0.1989
O11 0.1578 0.1274 -4.0567
H21 -0.4871 0.5746 -3.6011
H22 -0.2786 0.3168 -4.9368
O12 -1.2086 -1.9735 -5.2199
H23 -0.3155 -1.7719 -4.9586
H24 -1.4689 -2.7587 -4.5838
O13 2.0567 -4.6384 1.1497
H25 1.1198 -4.9683 1.1792
H26 2.1417 -3.7939 1.3140
O14 1.8168 3.0598 -3.2003
H27 1.0133 2.5876 -3.1268
H28 1.8769 3.6148 -4.0032
O15 -5.5044 -2.7373 -0.1385
H29 -4.6616 -2.4886 -0.6177
H30 -5.5892 -2.4272 0.7013
O16 3.5283 -2.4110 -0.9519
H31 2.8651 -2.5137 -1.6477
H32 3.2530 -2.8778 -0.1370
O17 2.4581 1.7837 0.8069
H33 3.1031 2.4187 1.1738
H34 2.8962 0.9407 1.2239
O18 0.0360 -4.3191 -3.7099
H35 -0.4172 -4.2060 -4.5079
H36 -0.6212 -3.7758 -3.1658
O19 -4.1903 0.4910 0.1608
H37 -4.7893 1.1378 -0.3905
H38 -4.3717 0.8789 0.9721
O20 -0.8901 3.6292 0.2452
H39 0.1326 3.5759 0.4516
H40 -1.1264 4.5284 0.0352

The HOMO energy comes out at -11.05 eV.

Atomic partial charges in e from the Löwdin method, atoms 1 to 6:
1. O -0.091
2. H -0.008
3. H 0.086
4. O -0.095
5. H 0.182
6. H -0.089



Top of the stability list: (x), leading by 95.8 kcal/mol.



(w)
C2H4N2O2S2 | ωB97M-V with the def2-TZVPD basis set

Element x y z (Å)
C1 1.0999 0.6031 0.8075
C2 -0.3100 -1.7210 -0.2169
N1 0.0551 1.0204 0.3519
N2 1.0245 -1.7047 0.2401
O1 -2.2521 2.0936 0.2398
O2 -0.6084 3.0491 -1.2572
S1 2.5625 0.8248 1.5635
S2 -0.8734 2.6077 0.1865
H1 -0.3417 -2.1985 -1.2650
H2 -1.0598 -2.1617 0.4581
H3 -0.9122 -0.7176 -0.4977
H4 1.6158 -1.6953 -0.6107

The HOMO energy (alpha / beta) comes out at 0.77 / 0.77 eV. As for the total charge: -2.

Atomic partial charges in e from the Löwdin method, atoms 1 to 6:
1. C -0.906
2. C -0.449
3. N -0.201
4. N -0.189
5. O -0.589
6. O -0.609



(x)
C2H4N2O2S2 | ωB97M-V with the def2-TZVPD basis set

Element x y z (Å)
C1 0.8438 0.2843 -0.1001
C2 -0.4945 -1.8175 -0.1613
N1 -0.2116 0.9098 0.2630
N2 0.4027 -0.9501 -0.8925
O1 -1.1029 2.5582 2.0558
O2 -0.7722 3.3482 -0.3046
S1 2.3615 0.7560 -0.5266
S2 -0.1726 2.5894 0.8553
H1 -0.0054 -2.8284 0.1309
H2 -0.9134 -1.2086 0.5976
H3 -1.3028 -2.1792 -0.8445
H4 1.3674 -1.4620 -1.0729

The HOMO energy comes out at 0.69 eV. As for the total charge: -2.

Atomic partial charges in e from the Löwdin method, atoms 1 to 6:
1. C -1.118
2. C -0.228
3. N -0.203
4. N -0.179
5. O -0.654
6. O -0.626



Top of the stability list: (x), leading by 29.6 kcal/mol.